(1)
Computed, not measured: a 9-piece molecular cluster, C36H84F12N6O3P2 overall at a distorted geometry, with ωB97M-V with the def2-TZVPD basis set.

Computed properties:
* Kohn-Sham gap: 7.26 eV
* charge: +4

Last column: Mulliken charge in e.
Atoms and positions in Å:
1 C -3.921 -2.498 -5.611  -1.1471
2 C -3.451 -3.035 -4.292  0.6475
3 O -3.995 -3.787 -3.609  -0.3864
4 N -2.046 -2.705 -3.969  0.4667
5 H -1.750 -1.770 -4.229  0.1869
6 H -1.837 -2.920 -2.984  0.0469
7 C -1.124 -3.682 -4.766  -0.7709
8 H -4.933 -2.945 -5.731  0.3429
9 H -3.269 -2.727 -6.447  0.3527
10 H -4.027 -1.391 -5.634  0.2754
11 H -0.161 -3.328 -4.413  0.3325
12 H -1.219 -3.557 -5.832  0.4377
13 H -1.322 -4.710 -4.314  0.2199
14 C 2.584 2.219 -7.624  -1.0526
15 C 3.214 1.522 -6.477  0.7350
16 O 3.853 0.535 -6.441  -0.4355
17 N 3.029 2.252 -5.115  -0.0865
18 H 2.432 3.063 -5.181  0.4015
19 H 2.441 1.549 -4.591  0.2386
20 C 4.396 2.541 -4.492  -0.8893
21 H 2.889 1.668 -8.559  0.3391
22 H 2.987 3.243 -7.581  0.3821
23 H 1.510 2.279 -7.680  0.2814
24 H 5.002 3.178 -5.106  0.3774
25 H 4.953 1.650 -4.269  0.3621
26 H 4.346 3.045 -3.563  0.3859
27 C -2.580 -7.318 -1.486  -0.8320
28 C -3.669 -8.169 -0.911  0.5315
29 O -4.033 -9.264 -1.220  -0.4362
30 N -4.427 -7.419 0.111  -0.0461
31 H -4.423 -8.033 0.918  0.3479
32 H -4.034 -6.484 0.322  0.3180
33 C -5.854 -7.349 -0.374  -0.8100
34 H -2.001 -6.794 -0.715  0.2234
35 H -2.956 -6.486 -2.099  0.2290
36 H -1.880 -7.932 -2.093  0.3644
37 H -6.223 -8.375 -0.485  0.3662
38 H -5.810 -6.754 -1.264  0.3452
39 H -6.348 -6.767 0.441  0.3609
40 C 2.255 -4.511 2.703  -1.2196
41 C 2.555 -5.937 2.264  -0.4244
42 C 4.071 -6.250 2.185  -0.3251
43 C 4.629 -5.875 0.834  -0.7858
44 N 6.120 -6.158 0.661  0.3227
45 C 7.085 -5.665 1.763  -0.6574
46 C 8.465 -5.568 1.082  -0.5405
47 C 8.119 -5.591 -0.483  -0.7629
48 C 6.613 -5.350 -0.470  -0.6744
49 C 6.301 -7.623 0.292  -1.1375
50 H 2.854 -4.146 3.563  0.3739
51 H 1.234 -4.389 3.085  0.3647
52 H 2.446 -3.713 1.912  0.2404
53 H 2.064 -6.128 1.273  0.2036
54 H 2.032 -6.603 2.941  0.3821
55 H 4.221 -7.357 2.250  0.3147
56 H 4.615 -5.816 3.038  0.3861
57 H 4.473 -4.817 0.683  0.2794
58 H 4.176 -6.447 0.020  0.2924
59 H 7.163 -6.361 2.632  0.3891
60 H 6.782 -4.670 2.060  0.4402
61 H 9.216 -6.320 1.395  0.3063
62 H 8.865 -4.592 1.322  0.3177
63 H 8.437 -6.455 -1.016  0.3592
64 H 8.651 -4.779 -0.964  0.4000
65 H 6.130 -5.648 -1.369  0.5068
66 H 6.415 -4.276 -0.310  0.4401
67 H 7.338 -7.830 0.179  0.4610
68 H 5.796 -7.807 -0.599  0.4428
69 H 6.133 -8.304 1.125  0.3182
70 C -9.004 4.712 -7.796  -1.3046
71 C -8.695 5.780 -6.715  -0.8171
72 C -7.441 5.711 -5.801  -0.3127
73 C -6.090 6.090 -6.442  -0.6341
74 N -4.973 5.401 -5.759  0.2221
75 C -5.072 5.495 -4.243  -0.5735
76 C -3.635 5.195 -3.725  -0.6812
77 C -2.754 5.440 -4.990  -0.3420
78 C -3.707 6.131 -6.004  -0.6883
79 C -4.869 3.902 -6.225  -0.8634
80 H -9.897 4.932 -8.335  0.4152
81 H -9.141 3.786 -7.359  0.3620
82 H -8.237 4.760 -8.559  0.3164
83 H -9.555 5.861 -6.062  0.4172
84 H -8.719 6.747 -7.240  0.3543
85 H -7.417 4.668 -5.431  0.2283
86 H -7.623 6.390 -4.934  0.3144
87 H -5.957 7.203 -6.512  0.3752
88 H -6.050 5.779 -7.468  0.3636
89 H -5.810 4.787 -3.713  0.3094
90 H -5.309 6.511 -3.977  0.4660
91 H -3.638 4.179 -3.374  0.2964
92 H -3.433 5.863 -2.891  0.3862
93 H -2.373 4.560 -5.445  -0.0059
94 H -1.849 6.019 -4.869  0.5092
95 H -3.336 5.958 -7.052  0.4540
96 H -3.914 7.217 -5.883  0.4305
97 H -4.195 3.277 -5.680  0.3843
98 H -4.604 3.958 -7.316  0.3333
99 H -5.892 3.477 -6.159  0.3261
100 C 2.785 1.306 8.535  -0.6346
101 C 2.698 1.777 9.984  -0.6266
102 C 2.295 4.309 9.837  -1.4930
103 C 2.865 4.838 11.038  -0.2967
104 N 1.974 6.075 11.265  0.0455
105 C 2.385 6.796 12.429  -0.6877
106 C 1.860 5.983 13.661  -0.5080
107 C 0.677 5.093 13.123  -0.6591
108 C 0.495 5.521 11.613  -0.4202
109 C 1.999 6.816 9.957  -0.8394
110 H 1.783 1.113 8.019  0.2538
111 H 3.550 0.496 8.441  0.3269
112 H 3.229 2.231 8.001  0.2659
113 H 3.492 1.683 10.650  0.4086
114 H 1.657 1.891 10.382  0.2924
115 H 1.358 4.303 9.434  0.3447
116 H 2.957 3.706 9.272  0.5498
117 H 3.940 4.982 10.714  0.3300
118 H 2.885 4.188 11.899  0.3384
119 H 1.916 7.741 12.394  0.4592
120 H 3.475 6.965 12.447  0.3162
121 H 1.566 6.783 14.343  0.3684
122 H 2.640 5.279 14.018  0.2920
123 H -0.217 5.423 13.672  0.3737
124 H 0.972 4.056 13.245  0.3015
125 H -0.105 6.451 11.598  0.4371
126 H 0.218 4.705 11.042  0.3523
127 H 3.035 6.797 9.690  0.3078
128 H 1.496 7.754 10.098  0.3919
129 H 1.368 6.278 9.297  0.4091
130 P -0.898 -3.765 -0.805  1.2885
131 F -2.025 -2.621 -1.265  -0.4702
132 F -1.997 -4.375 0.219  -0.4027
133 F -1.539 -4.791 -1.964  -0.3540
134 F 0.158 -4.846 -0.320  -0.3221
135 F 0.082 -3.249 -2.002  -0.3973
136 F -0.348 -2.709 0.221  -0.3300
137 P -0.462 1.103 -4.915  1.2953
138 F 0.450 1.403 -6.267  -0.3394
139 F 0.378 2.191 -4.073  -0.3920
140 F -1.528 2.312 -5.442  -0.4140
141 F -1.375 0.681 -3.738  -0.3681
142 F -1.267 0.019 -5.890  -0.3990
143 F 0.721 -0.048 -4.582  -0.4562

Forces on atoms 1 to 3 (eV/Å):
C -1.506 0.612 0.223
C 1.556 1.984 -2.669
O -1.806 -2.088 2.214



(2)
Computed, not measured: C36H84F6O9Si2 as an isolated structure at a distorted geometry, with ωB97M-V with the def2-TZVPD basis set.

Computed properties:
* Kohn-Sham gap: 9.38 eV
* charge: 0

Last column: Mulliken charge in e.
Atoms and positions in Å:
1 F 5.538 3.571 -0.811  -0.1864
2 C 4.913 2.969 -1.820  0.2572
3 F 4.041 3.797 -2.373  -0.2593
4 C 5.122 1.684 -2.122  0.2647
5 F 5.320 1.326 -3.411  -0.2647
6 C 5.090 0.570 -1.130  -0.2942
7 C 3.618 0.130 -0.881  -0.7228
8 Si 3.005 0.474 0.856  0.2308
9 C 1.565 -0.645 1.282  -0.6922
10 C 0.571 -0.962 0.148  -0.4894
11 O -0.611 -0.186 0.211  -0.4409
12 C -0.446 1.149 -0.183  -0.1263
13 C -1.728 1.641 -0.826  0.7927
14 F -1.788 1.353 -2.137  -0.2942
15 F -2.825 1.161 -0.238  -0.2464
16 F -1.775 2.989 -0.732  -0.2905
17 O 2.431 2.040 0.848  -0.0342
18 Si 3.057 3.319 1.698  0.4950
19 H 5.631 -0.274 -1.556  0.3480
20 H 5.582 0.888 -0.208  -0.0743
21 H 3.466 -0.928 -1.107  0.5701
22 H 2.937 0.686 -1.533  0.4172
23 H 4.101 0.334 1.843  -0.2447
24 H 1.990 -1.585 1.649  0.4505
25 H 0.988 -0.230 2.112  0.4019
26 H 0.232 -1.991 0.250  0.3288
27 H 1.016 -0.880 -0.851  0.3767
28 H -0.211 1.797 0.665  0.2315
29 H 0.361 1.260 -0.914  0.0499
30 H 2.037 3.804 2.649  -0.2407
31 H 4.325 2.992 2.381  -0.1588
32 H 3.284 4.415 0.735  -0.1680
33 C 0.681 4.983 6.173  -1.1225
34 C 2.185 4.763 6.136  -0.2665
35 O 2.893 5.789 5.464  -0.3571
36 C 2.784 7.085 6.022  -0.3670
37 C 3.318 7.193 7.441  -1.0280
38 H 0.301 5.162 5.166  0.3254
39 H 0.185 4.104 6.587  0.3870
40 H 0.406 5.840 6.791  0.3001
41 H 2.397 3.846 5.587  0.2912
42 H 2.582 4.626 7.149  0.2666
43 H 1.748 7.440 5.976  0.3117
44 H 3.368 7.727 5.362  0.3364
45 H 2.704 6.637 8.152  0.2499
46 H 3.327 8.236 7.758  0.3894
47 H 4.334 6.799 7.497  0.2777
48 C 6.416 2.951 -5.690  -0.8355
49 C 7.049 3.450 -6.977  -0.6000
50 O 6.508 2.866 -8.149  -0.4198
51 C 5.128 3.097 -8.369  -0.2674
52 C 4.764 4.564 -8.528  -1.0404
53 H 6.427 1.862 -5.651  0.3081
54 H 6.963 3.337 -4.829  0.4374
55 H 5.379 3.276 -5.594  0.2275
56 H 8.107 3.186 -6.993  0.3491
57 H 6.995 4.544 -7.031  0.3215
58 H 4.529 2.640 -7.573  0.2606
59 H 4.895 2.559 -9.288  0.3309
60 H 4.895 5.120 -7.599  0.2564
61 H 3.719 4.658 -8.825  0.3913
62 H 5.390 5.031 -9.290  0.2884
63 C -5.481 -0.321 -0.484  -1.1923
64 C -6.145 -1.662 -0.222  0.1753
65 O -6.781 -1.756 1.042  -0.4562
66 C -7.840 -0.844 1.262  -0.2706
67 C -8.999 -0.997 0.290  -1.0357
68 H -4.814 -0.063 0.336  0.3292
69 H -4.905 -0.360 -1.408  0.4437
70 H -6.214 0.482 -0.584  0.2955
71 H -5.386 -2.444 -0.225  0.3463
72 H -6.853 -1.906 -1.023  -0.1718
73 H -7.470 0.188 1.253  0.2856
74 H -8.184 -1.048 2.276  0.3372
75 H -8.721 -0.711 -0.726  0.2552
76 H -9.830 -0.361 0.596  0.4033
77 H -9.340 -2.034 0.265  0.2515
78 C 9.194 -0.080 3.461  -1.0906
79 C 8.471 -0.336 2.149  -0.3957
80 O 7.818 0.804 1.621  -0.2671
81 C 8.651 1.905 1.300  -0.2955
82 C 9.690 1.601 0.234  -1.1242
83 H 8.520 0.386 4.181  0.2976
84 H 9.557 -1.021 3.876  0.3944
85 H 10.054 0.578 3.332  0.2687
86 H 7.678 -1.069 2.306  0.2988
87 H 9.158 -0.764 1.410  0.3294
88 H 9.131 2.301 2.202  0.3394
89 H 7.972 2.678 0.939  0.2677
90 H 10.446 0.899 0.587  0.2947
91 H 10.202 2.518 -0.059  0.3994
92 H 9.215 1.167 -0.647  0.2717
93 C -6.261 -5.969 -5.605  -0.7806
94 C -5.490 -5.784 -4.309  -0.3344
95 O -5.430 -4.443 -3.857  -0.4453
96 C -6.682 -3.839 -3.581  -0.3755
97 C -7.482 -4.544 -2.501  -0.7817
98 H -5.885 -5.291 -6.373  0.3086
99 H -6.153 -6.996 -5.958  0.3938
100 H -7.328 -5.774 -5.475  0.0151
101 H -4.450 -6.079 -4.452  0.3649
102 H -5.901 -6.436 -3.529  0.2821
103 H -7.280 -3.756 -4.497  0.2711
104 H -6.445 -2.821 -3.269  0.3801
105 H -7.812 -5.530 -2.832  0.1610
106 H -8.371 -3.964 -2.250  0.3191
107 H -6.882 -4.673 -1.598  0.2607
108 C 4.339 -0.846 7.510  -1.1470
109 C 4.051 0.521 6.913  -0.2314
110 O 2.715 0.687 6.472  -0.3373
111 C 1.714 0.570 7.469  -0.3865
112 C 1.828 1.601 8.579  -0.7591
113 H 4.027 -1.634 6.824  0.2800
114 H 5.407 -0.949 7.704  0.4114
115 H 3.816 -0.997 8.455  0.2818
116 H 4.662 0.670 6.022  0.3107
117 H 4.324 1.313 7.620  0.2672
118 H 1.697 -0.443 7.887  0.3303
119 H 0.772 0.706 6.937  0.3307
120 H 2.714 1.446 9.197  0.3353
121 H 0.960 1.553 9.236  0.3931
122 H 1.891 2.605 8.157  -0.0705
123 C -10.813 -8.129 -6.011  -1.1231
124 C -10.103 -7.973 -4.677  -0.3804
125 O -10.066 -6.641 -4.198  -0.3388
126 C -11.322 -6.037 -3.946  -0.3495
127 C -12.145 -6.744 -2.883  -1.1220
128 H -10.402 -7.434 -6.744  0.3039
129 H -10.688 -9.147 -6.383  0.3922
130 H -11.884 -7.937 -5.930  0.2730
131 H -9.057 -8.264 -4.783  0.3546
132 H -10.543 -8.641 -3.928  0.3430
133 H -11.896 -5.940 -4.875  0.3025
134 H -11.087 -5.025 -3.614  0.3473
135 H -12.481 -7.728 -3.214  0.2662
136 H -13.032 -6.156 -2.645  0.4020
137 H -11.558 -6.879 -1.974  0.3069

Forces on atoms 1 to 3 (eV/Å):
F -0.898 -0.296 0.708
C -0.095 0.154 0.156
F 0.914 0.258 -0.840